This record from the OMol25 dataset describes a 2-piece molecular cluster, C2H6FOP overall. The level of theory is ωB97M-V/def2-TZVPD.

Output
**Energy relative to the best compared isomer or geometry (same formula, charge and spin)**: 0.000 eV
**Orbital gap (alpha / beta)**: 6.3 / 8.2 eV
**Multiplicity**: 3
**LUMO level (alpha / beta)**: 0.4 / -2.8 eV

XYZ file:
```
11
Properties=species:S:1:pos:R:3:forces:R:3
H -1.953269 -1.358251 0.376811 0.6 -0.1 0.2
H -0.466554 -2.180796 0.270397 0.9 0.6 -0.7
H 1.554165 1.425215 -1.303521 -0.3 -0.3 0.7
O 0.626400 0.178276 2.017122 -1.3 -0.6 1.6
H -0.308171 -1.220582 -1.320493 -0.3 0.0 -0.6
C -0.001600 -1.337845 -0.307804 -2.5 -3.9 -0.6
F -2.815946 -1.176761 0.132794 -1.0 0.2 -0.2
H 1.637912 2.276775 0.347201 -1.1 -2.1 -1.0
C 1.048685 1.501795 -0.318995 1.2 0.9 0.4
H 0.095337 1.916841 -0.441173 -1.3 1.5 -0.8
P 0.583041 -0.024667 0.547661 5.1 3.8 1.1
```
Positions in Å, forces in eV/Å.

Mulliken atomic charge list, values in e, 5 entries: H 0.3615; H 0.4201; H 0.3335; O -0.5616; H 0.3756


This record from the OMol25 dataset describes a 2-piece molecular cluster, C2H6FPS2 overall. The level of theory is ωB97M-V/def2-TZVPD.

Output
**Energy relative to the best compared isomer or geometry (same formula, charge and spin)**: 3.815 eV
**Orbital gap (alpha / beta)**: 7.1 / 7.1 eV
**LUMO level (alpha / beta)**: -2.0 / -2.0 eV

XYZ file:
```
12
Properties=species:S:1:pos:R:3:forces:R:3
P -0.039301 -1.211161 0.068587 -0.4 0.4 0.8
S 0.775851 -2.038121 1.862060 -0.5 0.1 -0.5
H 0.383752 1.197440 -1.554055 -2.4 -0.3 2.0
H -0.336807 2.521316 -0.564936 -0.9 -2.3 -0.1
C -0.482882 1.351110 -0.710776 3.8 3.2 -0.8
H -1.442555 1.086090 -1.014226 -1.5 -0.1 -1.2
F -1.579610 -1.733927 0.318416 1.3 0.8 -0.5
S 1.059962 -1.551479 -2.583060 -0.6 0.1 1.5
H 0.731583 1.073078 0.975010 1.0 -0.6 0.2
H -0.844965 0.726927 1.384236 -1.3 0.0 0.6
H 1.939152 -2.052922 1.238705 0.7 -0.2 -0.1
C -0.164180 0.631648 0.580039 0.7 -1.2 -1.8
```
Positions in Å, forces in eV/Å.

Mulliken atomic charge list, values in e, 5 entries: P 0.4449; S -0.2764; H 0.2678; H 0.2941; C -1.0815